1.
This record from OMol25 describes a cluster of 8 separate species, C44H57F2N7O5SSi2 in total. The level of theory is ωB97M-V/def2-TZVPD.

Geometry as ORCA input:
```
! RIJCOSX wB97M-V def2-TZVPD def2/J DEFGRID3
* xyz 0 1
C 4.41 -2.38 2.19
C 4.48 -1.41 1.01
C 3.88 -0.04 1.37
Si 3.43 1.13 0.01
O 1.87 1.51 0.03
C 1.00 1.74 -1.09
C -0.38 2.14 -0.64
O -0.30 3.19 0.30
C -1.57 3.74 0.63
C -2.30 2.94 1.69
O 4.37 2.45 -0.10
Si 6.00 2.73 -0.12
C 6.28 4.56 -0.46
C 6.08 5.48 0.73
F 5.41 4.96 -1.48
S 3.80 0.17 -2.02
O 3.41 1.04 -3.09
O 5.06 -0.52 -2.05
F 2.70 -1.01 -2.03
H 5.07 -3.23 2.06
H 3.40 -2.78 2.31
H 4.68 -1.88 3.13
H 3.94 -1.85 0.16
H 5.51 -1.29 0.69
H 2.94 -0.17 1.91
H 4.56 0.49 2.05
H 0.91 0.82 -1.66
H 1.43 2.51 -1.74
H -0.92 1.28 -0.24
H -0.89 2.49 -1.55
H -1.36 4.75 0.98
H -2.18 3.83 -0.27
H -3.37 3.13 1.65
H -1.94 3.18 2.70
H -2.16 1.87 1.53
H 6.57 2.40 1.21
H 6.64 1.88 -1.15
H 7.29 4.68 -0.86
H 5.02 5.50 1.01
H 6.39 6.50 0.49
H 6.66 5.13 1.58
N 8.85 -2.22 -3.21
C 9.51 -3.24 -3.75
C 8.93 -4.19 -4.57
C 7.58 -4.08 -4.86
C 6.87 -3.02 -4.31
C 7.55 -2.12 -3.50
H 10.57 -3.30 -3.51
H 9.53 -5.00 -4.98
H 7.08 -4.80 -5.49
H 5.81 -2.90 -4.50
H 7.02 -1.29 -3.06
N -5.51 1.56 1.11
C -6.55 2.05 1.79
C -7.25 1.35 2.76
C -6.86 0.05 3.03
C -5.79 -0.49 2.33
C -5.15 0.31 1.39
H -6.83 3.08 1.56
H -8.08 1.83 3.27
H -7.37 -0.54 3.79
H -5.45 -1.50 2.52
H -4.31 -0.08 0.83
N -1.68 2.73 -4.04
C -0.94 1.93 -4.80
C -1.46 1.09 -5.77
C -2.84 1.08 -5.95
C -3.62 1.90 -5.17
C -3.00 2.71 -4.23
H 0.13 1.97 -4.63
H -0.81 0.47 -6.36
H -3.29 0.44 -6.70
H -4.70 1.92 -5.27
H -3.59 3.37 -3.59
N -9.58 3.89 3.63
C -9.49 4.97 2.85
C -10.42 5.99 2.85
C -11.51 5.90 3.70
C -11.62 4.79 4.51
C -10.63 3.81 4.44
H -8.62 5.01 2.20
H -10.28 6.84 2.20
H -12.26 6.68 3.73
H -12.45 4.67 5.19
H -10.69 2.93 5.07
N 2.93 -3.81 -5.43
C 2.46 -2.70 -4.85
C 1.33 -2.03 -5.30
C 0.66 -2.53 -6.40
C 1.14 -3.68 -7.01
C 2.28 -4.27 -6.49
H 3.00 -2.35 -3.99
H 0.99 -1.14 -4.78
H -0.23 -2.04 -6.78
H 0.65 -4.10 -7.88
H 2.68 -5.17 -6.94
N 4.74 -5.93 2.03
C 5.52 -6.81 1.41
C 5.05 -7.78 0.54
C 3.68 -7.84 0.30
C 2.86 -6.93 0.94
C 3.44 -6.00 1.79
H 6.59 -6.73 1.61
H 5.73 -8.47 0.06
H 3.27 -8.59 -0.37
H 1.79 -6.94 0.79
H 2.82 -5.27 2.30
N -5.93 -1.18 6.11
C -6.06 -1.72 7.32
C -5.36 -1.30 8.44
C -4.47 -0.25 8.30
C -4.32 0.33 7.05
C -5.07 -0.17 5.99
H -6.77 -2.55 7.39
H -5.52 -1.79 9.39
H -3.90 0.11 9.14
H -3.63 1.15 6.88
H -4.98 0.27 5.00
*
```

The calculation puts the molecular weight at 890.22 g mol⁻¹. For the orbital gap, the calculation gives 9.8 eV. As for the strongest force on any atom: 0.008 Eh/bohr. The calculation puts the energy at -3647.30710 hartree. Its structure (SMILES) is CCC[Si@@](OCCOCC)(O[SiH2][C@H](C)F)S(=O)(=O)F.c1ccncc1.c1ccncc1.c1ccncc1.c1ccncc1.c1ccncc1.c1ccncc1.c1ccncc1.

2.
This record from OMol25 describes a cluster of 6 separate species, C44H58BClF5O3SSi in total. The level of theory is ωB97M-V/def2-TZVPD.

Geometry as ORCA input:
```
! RIJCOSX wB97M-V def2-TZVPD def2/J DEFGRID3
* xyz -1 1
C 0.28 -0.36 2.94
C -0.46 0.25 1.75
C -1.82 -0.41 1.43
B -2.08 -0.88 -0.14
C -0.80 -1.79 -0.66
C -0.42 -2.98 0.24
C 1.04 -3.39 0.14
C 1.39 -3.66 -1.32
S 2.89 -4.55 -1.65
O 2.86 -5.02 -3.00
O 4.01 -3.85 -1.11
Cl 2.66 -6.25 -0.52
C -3.51 -1.73 -0.18
C -3.66 -2.82 -1.25
C -3.67 -2.26 -2.66
O -3.76 -3.26 -3.68
C -2.61 -4.06 -3.79
Si -2.17 0.85 -1.26
C -0.73 1.08 -2.50
C -3.72 1.15 -2.34
C -2.08 2.45 -0.23
H -0.42 -0.55 3.76
H 1.05 0.32 3.33
H 0.75 -1.31 2.69
H 0.19 0.20 0.87
H -0.60 1.32 1.96
H -2.62 0.26 1.76
H -1.93 -1.31 2.07
H -0.98 -2.17 -1.68
H 0.09 -1.16 -0.76
H -0.63 -2.73 1.28
H -1.04 -3.86 -0.01
H 1.67 -2.58 0.51
H 1.24 -4.28 0.74
H 1.60 -2.73 -1.86
H 0.60 -4.19 -1.85
H -3.62 -2.22 0.80
H -4.38 -1.06 -0.26
H -2.85 -3.55 -1.15
H -4.60 -3.38 -1.12
H -4.54 -1.62 -2.80
H -2.77 -1.65 -2.84
H -1.70 -3.48 -3.55
H -2.64 -4.94 -3.15
H -2.54 -4.39 -4.83
H 0.22 1.14 -1.97
H -0.86 2.01 -3.07
H -0.67 0.25 -3.22
H -3.75 2.20 -2.65
H -4.65 0.94 -1.80
H -3.71 0.54 -3.25
H -1.05 2.64 0.10
H -2.73 2.41 0.64
H -2.38 3.31 -0.85
F 3.13 1.65 3.59
C 3.94 1.37 4.63
C 5.01 0.53 4.42
C 5.85 0.24 5.48
C 5.61 0.80 6.73
C 4.52 1.65 6.92
C 3.67 1.94 5.86
H 5.17 0.10 3.43
H 6.69 -0.42 5.33
H 6.27 0.58 7.56
H 4.33 2.08 7.89
H 2.81 2.59 5.98
F -2.51 -7.97 -3.91
C -1.56 -7.51 -4.75
C -0.46 -6.87 -4.22
C 0.52 -6.41 -5.08
C 0.39 -6.60 -6.45
C -0.73 -7.24 -6.96
C -1.72 -7.71 -6.11
H -0.38 -6.73 -3.15
H 1.39 -5.91 -4.68
H 1.16 -6.23 -7.13
H -0.84 -7.39 -8.03
H -2.60 -8.22 -6.47
F -2.85 3.57 2.88
C -2.46 4.85 2.86
C -1.77 5.36 3.94
C -1.39 6.70 3.90
C -1.70 7.49 2.81
C -2.39 6.95 1.73
C -2.77 5.61 1.75
H -1.54 4.72 4.78
H -0.84 7.11 4.74
H -1.39 8.53 2.79
H -2.63 7.55 0.87
H -3.29 5.16 0.92
F -3.44 6.33 -1.66
C -4.58 7.02 -1.84
C -4.72 7.77 -3.00
C -5.90 8.48 -3.18
C -6.90 8.44 -2.22
C -6.73 7.67 -1.07
C -5.56 6.95 -0.88
H -3.92 7.79 -3.73
H -6.03 9.07 -4.07
H -7.82 8.99 -2.37
H -7.51 7.63 -0.33
H -5.41 6.35 0.01
F 7.52 -2.60 4.36
C 8.37 -2.02 3.49
C 9.46 -1.34 3.98
C 10.33 -0.74 3.07
C 10.09 -0.83 1.71
C 8.98 -1.53 1.25
C 8.10 -2.13 2.14
H 9.63 -1.28 5.05
H 11.19 -0.20 3.44
H 10.76 -0.36 1.01
H 8.78 -1.60 0.18
H 7.23 -2.67 1.80
*
```

The calculation puts the molecular weight at 836.35 g mol⁻¹. For the orbital gap, the calculation gives 6.3 eV. As for the strongest force on any atom: 0.009 Eh/bohr. The calculation puts the energy at -3609.22908 hartree. Its energy above the lowest of the compared OMol25 structures with the same formula, charge and spin is 0.0 kJ/mol.

3.
This record from OMol25 describes a structure of composition C44H58CaGeN7O4Si3. The level of theory is ωB97M-V/def2-TZVPD.

Geometry as ORCA input:
```
! RIJCOSX wB97M-V def2-TZVPD def2/J DEFGRID3
* xyz 0 2
Ca -0.11 -0.15 -0.79
C 1.32 -2.05 -3.11
C -0.12 -2.58 -3.30
C -0.80 -3.17 -2.09
C -0.89 -4.54 -1.91
C -1.54 -5.03 -0.79
C -2.10 -4.14 0.10
C -1.99 -2.79 -0.16
N -1.34 -2.31 -1.22
N 1.44 -0.65 -2.68
C 0.91 0.27 -3.69
C 0.77 1.70 -3.19
C 0.37 2.68 -4.08
C 0.16 3.96 -3.62
C 0.34 4.22 -2.26
C 0.73 3.18 -1.45
N 0.96 1.94 -1.89
C 2.87 -0.32 -2.50
C 3.40 -0.76 -1.17
C 4.03 -1.98 -0.99
C 4.41 -2.35 0.29
C 4.14 -1.48 1.34
C 3.55 -0.27 1.05
N 3.19 0.11 -0.17
H 1.86 -2.17 -4.05
H 1.82 -2.65 -2.35
H -0.06 -3.37 -4.06
H -0.77 -1.81 -3.71
H -0.45 -5.20 -2.64
H -1.59 -6.10 -0.62
H -2.61 -4.48 1.00
H -2.41 -2.05 0.50
H -0.09 -0.05 -3.98
H 1.54 0.26 -4.60
H 0.21 2.43 -5.12
H -0.16 4.75 -4.29
H 0.16 5.20 -1.85
H 0.85 3.32 -0.38
H 2.97 0.76 -2.55
H 3.44 -0.76 -3.33
H 4.21 -2.63 -1.83
H 4.89 -3.30 0.47
H 4.39 -1.74 2.36
H 3.33 0.44 1.84
O 0.10 0.28 1.41
N 0.12 -0.93 2.16
N 0.63 -1.92 1.37
O 1.02 -1.75 0.12
C 0.74 -3.18 1.93
C 1.37 -4.17 1.17
C 1.47 -5.45 1.68
C 0.95 -5.77 2.93
C 0.31 -4.78 3.66
C 0.20 -3.49 3.18
H 1.76 -3.92 0.20
H 1.96 -6.22 1.09
H 1.03 -6.77 3.32
H -0.11 -5.01 4.63
H -0.31 -2.73 3.75
O -3.22 -0.02 -0.48
C -2.71 0.48 -1.49
O -1.65 1.16 -1.53
C -3.41 0.27 -2.81
C -4.83 0.38 -2.85
C -5.46 0.18 -4.04
C -4.69 -0.16 -5.19
C -5.27 -0.40 -6.46
C -4.48 -0.73 -7.53
C -3.08 -0.84 -7.37
C -2.50 -0.62 -6.15
C -3.30 -0.27 -5.04
N -2.67 -0.03 -3.84
H -5.36 0.60 -1.94
H -6.53 0.26 -4.13
H -6.34 -0.31 -6.57
H -4.93 -0.91 -8.49
H -2.47 -1.11 -8.22
H -1.43 -0.70 -6.01
C 1.82 -0.56 5.06
Si 0.45 0.70 4.82
C -1.23 0.02 5.27
C 0.77 2.13 6.01
Ge 0.39 1.68 2.64
Si 2.45 2.85 2.32
C 3.79 2.24 3.49
C 1.98 4.57 2.90
C 3.24 2.94 0.64
Si -1.60 2.96 2.37
C -1.65 3.86 0.74
C -3.03 1.80 2.50
C -1.66 4.20 3.78
H 1.77 -0.91 6.10
H 2.80 -0.13 4.91
H 1.72 -1.41 4.40
H -1.16 -0.53 6.21
H -1.63 -0.63 4.50
H -1.93 0.84 5.42
H 0.72 1.77 7.03
H 0.03 2.91 5.90
H 1.75 2.58 5.87
H 3.41 1.89 4.44
H 4.45 3.09 3.69
H 4.39 1.45 3.05
H 1.62 4.56 3.93
H 1.19 5.00 2.28
H 2.84 5.23 2.85
H 3.19 1.98 0.10
H 4.29 3.18 0.80
H 2.81 3.71 0.01
H -1.63 3.16 -0.10
H -0.82 4.56 0.62
H -2.58 4.43 0.68
H -3.03 1.06 1.70
H -3.96 2.38 2.41
H -3.04 1.28 3.45
H -0.78 4.82 3.84
H -1.78 3.68 4.73
H -2.53 4.85 3.65
*
```

The calculation puts the molecular weight at 945.94 g mol⁻¹. For the orbital gap (alpha / beta), the calculation gives 5.8 / 7.7 eV. As for the strongest force on any atom: 0.018 Eh/bohr. The calculation puts the energy at -6018.87940 hartree. Its energy above the lowest of the compared OMol25 structures with the same formula, charge and spin is 0.0 kJ/mol. The expectation value of S² is 0.764.

4.
This record from OMol25 describes a structure of composition C44H58KNO5S2Se. The level of theory is ωB97M-V/def2-TZVPD.

Geometry as ORCA input:
```
! RIJCOSX wB97M-V def2-TZVPD def2/J DEFGRID3
* xyz 0 1
K 1.65 0.39 -1.98
C -6.55 0.04 -0.70
C -6.07 1.06 -1.75
C -6.82 0.83 -3.06
C -6.41 2.47 -1.24
C -4.58 0.86 -1.96
C -3.65 1.86 -1.73
C -2.31 1.56 -1.85
Se -0.92 2.87 -1.54
C -0.93 2.71 0.36
C -2.05 2.97 1.12
C -2.01 2.85 2.50
C -0.80 2.46 3.08
C 0.35 2.18 2.34
C 0.27 2.30 0.95
O 1.30 2.02 0.11
C 1.65 1.76 3.01
C 1.57 1.81 4.54
C 2.79 2.71 2.59
C 1.96 0.32 2.59
C -3.25 3.17 3.31
C -3.03 3.02 4.82
C -4.39 2.23 2.89
C -3.66 4.63 3.04
C -1.78 0.32 -2.23
O -0.50 0.20 -2.26
C -2.74 -0.68 -2.55
C -4.08 -0.38 -2.38
C -2.27 -2.02 -3.10
C -3.42 -2.96 -3.48
C -1.40 -2.72 -2.06
C -1.44 -1.74 -4.37
H -7.61 0.19 -0.49
H -5.99 0.15 0.22
H -6.42 -0.97 -1.06
H -7.89 0.98 -2.92
H -6.67 -0.18 -3.43
H -6.48 1.52 -3.83
H -7.49 2.55 -1.07
H -6.13 3.22 -1.96
H -5.92 2.68 -0.29
H -3.94 2.87 -1.47
H -2.95 3.27 0.61
H -0.75 2.36 4.15
H 1.31 2.80 4.89
H 2.55 1.55 4.95
H 0.84 1.09 4.92
H 2.52 3.73 2.83
H 2.99 2.65 1.52
H 3.70 2.45 3.12
H 1.14 -0.33 2.88
H 2.87 -0.03 3.07
H 2.07 0.26 1.51
H -2.77 1.99 5.08
H -3.96 3.27 5.35
H -2.25 3.69 5.17
H -4.11 1.19 3.10
H -4.60 2.31 1.83
H -5.30 2.46 3.44
H -2.84 5.30 3.29
H -4.52 4.90 3.65
H -3.91 4.78 2.00
H -4.80 -1.15 -2.60
H -4.01 -3.22 -2.61
H -3.00 -3.87 -3.90
H -4.06 -2.50 -4.23
H -1.98 -2.92 -1.16
H -0.56 -2.09 -1.79
H -1.02 -3.67 -2.44
H -2.05 -1.23 -5.11
H -1.05 -2.66 -4.79
H -0.60 -1.09 -4.12
O 3.87 0.46 -1.74
S 5.28 0.40 -2.12
C 5.62 -1.40 -2.38
C 5.02 -2.20 -1.24
C 4.76 -3.67 -1.56
C 3.73 -3.92 -2.65
S 2.02 -3.22 -2.40
O 2.19 -1.77 -2.24
C 1.83 -3.89 -0.73
C 1.79 -3.02 0.35
C 1.63 -3.52 1.63
C 1.50 -4.88 1.82
C 1.52 -5.75 0.74
C 1.69 -5.25 -0.54
C 6.17 0.47 -0.54
C 5.43 0.57 0.63
C 6.07 0.56 1.85
C 7.45 0.47 1.91
C 8.19 0.41 0.74
C 7.55 0.41 -0.49
H 6.70 -1.52 -2.46
H 5.15 -1.63 -3.33
H 4.07 -1.73 -0.97
H 5.68 -2.14 -0.37
H 4.42 -4.16 -0.64
H 5.70 -4.15 -1.86
H 3.58 -4.99 -2.79
H 4.05 -3.50 -3.60
H 1.88 -1.96 0.16
H 1.61 -2.85 2.47
H 1.36 -5.28 2.82
H 1.42 -6.81 0.90
H 1.71 -5.92 -1.39
H 4.35 0.64 0.55
H 5.49 0.61 2.76
H 7.95 0.45 2.86
H 9.27 0.34 0.79
H 8.13 0.36 -1.40
O 2.08 2.64 -1.86
N 1.27 2.94 -1.01
*
```

The calculation puts the molecular weight at 863.14 g mol⁻¹. For the orbital gap, the calculation gives 6.5 eV. As for the strongest force on any atom: 0.055 Eh/bohr. The calculation puts the energy at -5939.99242 hartree. Its energy above the lowest of the compared OMol25 structures with the same formula, charge and spin is 203.0 kJ/mol.